1.
Below is 14 unconnected molecules or ions with the total composition C56H84O42 at a distorted geometry, with properties calculated with ωB97M-V/def2-TZVPD.

ΔE to the lowest compared entry with this formula, charge and spin, kcal/mol: 122.6
F_max, eV/A: 6.06
Gap between HOMO and LUMO, Ha: 0.38808

Last column: Mulliken charge in e.
Cartesian coordinates (Å):
C (0.50736, 4.27879, -2.72798)  -1.145
C (-0.13385, 3.63395, -3.97228)  0.095
C (0.46571, 2.33309, -4.31282)  0.724
O (-0.63058, 1.38731, -4.37099)  0.090
C (-1.74756, 2.06924, -3.98801)  0.106
O (-2.90588, 1.63644, -3.98835)  -0.547
O (-1.47347, 3.30366, -3.65675)  -0.199
H (0.49743, 3.53040, -1.93556)  0.042
H (-0.10962, 5.09700, -2.35655)  0.417
H (1.48885, 4.69870, -2.94807)  0.479
H (0.03252, 4.29195, -4.82519)  0.191
H (1.27380, 2.13252, -3.60935)  -0.691
H (1.03995, 2.38771, -5.23767)  0.488
C (1.20277, -6.10376, -2.17173)  -1.615
C (0.78078, -4.69619, -1.73327)  0.586
C (0.53609, -3.68582, -2.84188)  0.857
O (-0.66169, -2.96878, -2.39900)  0.462
C (-1.37264, -3.75069, -1.54485)  -0.064
O (-2.44980, -3.46500, -1.02737)  -0.495
O (-0.51086, -4.81718, -1.14911)  -0.421
H (2.15795, -6.02423, -2.69078)  0.387
H (0.38779, -6.51051, -2.77045)  0.411
H (1.34648, -6.79582, -1.34197)  0.334
H (1.46781, -4.20925, -1.04118)  0.182
H (0.33059, -4.15275, -3.80512)  0.277
H (1.30304, -2.91634, -2.93022)  -0.800
C (-2.92482, -1.48398, -5.19416)  -0.719
C (-1.87317, -1.64071, -6.31767)  0.215
C (-0.43405, -1.31444, -5.86088)  1.029
O (0.35136, -2.43796, -6.17942)  -0.267
C (-0.43706, -3.41421, -6.66658)  0.517
O (-0.12198, -4.55877, -6.95496)  -0.582
O (-1.72464, -2.96847, -6.71850)  -0.426
H (-3.19749, -0.43294, -5.09891)  0.255
H (-2.54644, -1.83576, -4.23438)  -0.244
H (-3.78995, -2.06036, -5.52193)  0.496
H (-1.99172, -1.19493, -7.30526)  0.509
H (-0.28999, -1.08867, -4.80429)  -0.909
H (0.03814, -0.46878, -6.36087)  0.182
C (7.29986, -1.16763, 0.16031)  -1.405
C (7.68432, -0.03384, -0.82284)  0.694
C (7.67494, 1.32169, -0.15589)  0.222
O (8.88066, 1.92227, -0.63268)  -0.369
C (9.70622, 1.00687, -1.12729)  0.594
O (10.88157, 1.22288, -1.56640)  -0.601
O (9.06055, -0.16438, -1.15922)  -0.420
H (7.81555, -1.18920, 1.12037)  0.384
H (7.48774, -2.18595, -0.18006)  0.476
H (6.24988, -1.20836, 0.45009)  0.167
H (7.08215, -0.03396, -1.73141)  0.168
H (7.62867, 1.34177, 0.93295)  0.178
H (6.74389, 1.67735, -0.59721)  -0.050
C (0.89613, -4.07739, 3.42010)  -0.819
C (1.67339, -5.42697, 3.37706)  0.340
C (1.25319, -6.35405, 2.20011)  -0.428
O (2.39358, -6.26965, 1.34374)  -0.357
C (3.43980, -5.71214, 2.08112)  0.621
O (4.59271, -5.73165, 1.71011)  -0.607
O (3.06503, -5.12989, 3.18838)  -0.277
H (-0.08689, -4.09217, 3.89080)  0.410
H (0.87129, -3.67078, 2.40908)  0.038
H (1.49025, -3.37501, 4.00473)  0.012
H (1.62608, -5.90063, 4.35762)  0.347
H (0.27211, -6.14626, 1.77301)  0.303
H (1.22934, -7.35650, 2.62746)  0.321
C (3.44402, 0.64124, -6.14955)  -1.342
C (4.04503, -0.39428, -5.18074)  0.429
C (3.43868, -0.31780, -3.74391)  1.059
O (3.23315, -1.71614, -3.54789)  -0.171
C (3.40273, -2.42269, -4.65620)  0.466
O (3.37222, -3.66805, -4.70535)  -0.660
O (3.64281, -1.65641, -5.63119)  -0.286
H (3.95562, 0.52637, -7.10515)  0.490
H (3.57876, 1.66251, -5.79326)  0.345
H (2.42152, 0.43128, -6.46341)  0.148
H (5.13187, -0.31238, -5.19340)  0.282
H (2.56179, 0.32938, -3.72579)  -0.825
H (4.21149, 0.10832, -3.10415)  0.047
C (-1.60887, 1.03605, 0.04011)  -0.941
C (-0.88433, -0.20980, -0.48685)  2.229
C (0.13157, -0.06876, -1.58868)  1.591
O (1.24052, -0.80246, -1.18284)  -0.386
C (1.14738, -1.02906, 0.15923)  -0.053
O (2.00955, -1.49348, 0.87940)  -0.731
O (-0.10416, -0.72174, 0.53798)  0.277
H (-2.17082, 0.81327, 0.94714)  -0.089
H (-2.31244, 1.43655, -0.68976)  0.199
H (-0.91795, 1.82177, 0.34565)  0.221
H (-1.66049, -0.89235, -0.83296)  -0.874
H (0.33506, 0.99753, -1.68716)  -0.750
H (-0.21115, -0.50063, -2.52897)  -1.203
C (-4.60223, -1.61016, -2.44191)  -0.489
C (-5.32991, -0.23889, -2.45763)  0.760
C (-6.84114, -0.28975, -2.32267)  -0.558
O (-7.14486, 0.55128, -1.20088)  -0.375
C (-6.05909, 0.99172, -0.67458)  0.180
O (-6.02622, 1.83395, 0.21112)  -0.514
O (-4.98231, 0.46032, -1.32314)  0.251
H (-4.85576, -2.18607, -1.55188)  0.470
H (-3.54053, -1.36605, -2.47788)  -0.742
H (-4.92406, -2.18068, -3.31313)  0.530
H (-5.00143, 0.31157, -3.33922)  0.081
H (-7.12535, -1.30573, -2.04858)  0.318
H (-7.34743, 0.02181, -3.23629)  0.326
C (-0.96395, 3.51154, 4.38664)  -1.057
C (-1.17369, 4.73771, 3.54354)  0.809
C (0.13824, 5.59792, 3.48920)  -0.848
O (0.37273, 5.80864, 2.08128)  -0.402
C (-0.43194, 5.04705, 1.36738)  0.153
O (-0.21823, 4.76215, 0.17231)  -0.363
O (-1.36838, 4.42618, 2.21697)  0.092
H (-1.89034, 2.94264, 4.46566)  -0.169
H (-0.55992, 3.74160, 5.37251)  0.560
H (-0.23463, 2.77664, 4.04585)  0.054
H (-2.07041, 5.26743, 3.86509)  0.517
H (1.02549, 5.22140, 3.99825)  0.337
H (-0.20208, 6.50879, 3.98174)  0.461
C (4.92410, -1.65863, 3.05561)  -0.794
C (5.40208, -1.98810, 4.42876)  0.053
C (5.00034, -0.92865, 5.44688)  -0.230
O (4.39083, -1.72537, 6.49656)  -0.375
C (4.09324, -2.95448, 6.03592)  0.653
O (3.29919, -3.71348, 6.62014)  -0.597
O (4.74363, -3.17850, 4.88598)  -0.276
H (5.30414, -2.38105, 2.33326)  0.451
H (5.36831, -0.67699, 2.89074)  0.188
H (3.84892, -1.48858, 2.99937)  0.102
H (6.45998, -2.23949, 4.35288)  0.375
H (4.22864, -0.25993, 5.06559)  0.131
H (5.92160, -0.40767, 5.70758)  0.342
C (-4.20090, -1.85324, 1.22821)  -0.939
C (-3.44624, -2.01197, 2.55113)  -0.038
C (-2.10628, -2.66279, 2.43471)  0.136
O (-1.23756, -1.73449, 3.04026)  0.131
C (-1.91625, -0.64321, 3.45898)  -0.041
O (-1.43089, 0.27865, 4.14931)  -0.630
O (-3.24684, -0.75420, 3.14405)  0.035
H (-3.63416, -1.37992, 0.42642)  -0.237
H (-5.09120, -1.23291, 1.33141)  0.370
H (-4.62745, -2.74235, 0.76385)  0.587
H (-4.11082, -2.58362, 3.19893)  0.452
H (-1.84147, -2.85931, 1.39580)  -0.255
H (-2.21495, -3.58912, 2.99882)  0.677
C (-3.54363, 4.28235, -0.75189)  -0.784
C (-4.50744, 5.17214, 0.07612)  0.323
C (-4.97586, 4.62876, 1.42595)  0.065
O (-4.72512, 5.64639, 2.35455)  -0.336
C (-3.94341, 6.58362, 1.78600)  0.587
O (-3.45936, 7.55266, 2.34207)  -0.624
O (-3.78404, 6.28278, 0.52782)  -0.379
H (-4.05998, 3.51683, -1.33107)  0.354
H (-2.79396, 3.79966, -0.12491)  -0.245
H (-2.99918, 4.97361, -1.39519)  0.375
H (-5.33200, 5.63401, -0.46691)  0.387
H (-4.39566, 3.72958, 1.63320)  -0.112
H (-6.04980, 4.44498, 1.39450)  0.385
C (-6.72205, -0.16822, 4.14860)  -1.124
C (-6.10559, 0.76513, 5.19316)  0.638
C (-4.91884, 1.65045, 4.72221)  0.298
O (-5.19659, 2.98357, 5.10227)  -0.353
C (-6.42170, 2.97095, 5.67992)  0.482
O (-6.95507, 3.96500, 6.13212)  -0.578
O (-7.00613, 1.72380, 5.65071)  -0.383
H (-7.21705, 0.28467, 3.28955)  0.325
H (-7.42963, -0.83462, 4.64190)  0.417
H (-5.91206, -0.76979, 3.73611)  0.028
H (-5.82332, 0.07306, 5.98655)  0.148
H (-4.73889, 1.63684, 3.64725)  -0.081
H (-3.98962, 1.29593, 5.16825)  0.177
C (1.77100, 1.91316, 2.26851)  -0.094
C (2.79396, 2.58509, 1.34881)  0.393
C (4.21245, 1.99873, 1.28290)  0.266
O (4.31781, 1.75129, -0.08690)  -0.149
C (3.24906, 2.08070, -0.78207)  0.006
O (3.12980, 1.92299, -1.96906)  -0.529
O (2.28670, 2.48114, 0.02737)  -0.065
H (0.87332, 2.52446, 2.36100)  -0.971
H (2.10002, 1.96547, 3.30634)  0.698
H (1.40360, 0.91452, 2.03219)  -0.070
H (2.85452, 3.64976, 1.57446)  0.272
H (4.22275, 1.10156, 1.90183)  -0.492
H (5.04172, 2.66420, 1.52281)  0.470

Forces on atoms 1 to 3 (eV/Å):
-0.9 -0.1 -0.4
1.2 1.7 1.2
1.7 -1.0 -0.5

***

2.
Below is a gas-phase ion, C12H15N2O (charge +1) at a distorted geometry, with properties calculated with ωB97M-V/def2-TZVPD.

ΔE to the lowest compared entry with this formula, charge and spin, kcal/mol: 71.6
F_max, eV/A: 4.94
Gap between HOMO and LUMO, Ha: 0.31303
Total charge: +1

Last column: natural (NBO) charge in e.
Cartesian coordinates (Å):
C (3.96427, 1.21555, 0.13065)  -0.175
C (2.94061, 2.08156, 0.50435)  -0.198
C (3.67468, -0.08516, -0.22539)  -0.153
C (1.60298, 1.63841, 0.56188)  -0.151
C (2.39524, -0.58141, -0.07594)  -0.092
C (1.31340, 0.31183, 0.23750)  -0.214
C (1.99024, -1.98319, -0.00424)  0.594
C (-2.25360, -0.54546, 1.20006)  -0.390
C (-0.86133, -0.24248, 1.58928)  -0.579
C (-2.33224, 0.32585, -0.13845)  -0.242
C (-0.04558, -0.26624, 0.39319)  0.516
C (-1.00975, -0.93774, -1.86594)  -0.399
N (0.67962, -2.16282, -0.27823)  -0.629
N (-1.00863, 0.09171, -0.81385)  -0.433
O (2.82039, -2.84819, 0.19753)  -0.531
H (5.03459, 1.41042, 0.28408)  0.246
H (3.22887, 3.10230, 0.80195)  0.241
H (4.57682, -0.84840, -0.32249)  0.267
H (0.83771, 2.30583, 0.91819)  0.211
H (-2.41464, -1.54382, 0.91298)  0.222
H (-3.01576, -0.33031, 1.98208)  0.263
H (-0.72558, 0.69521, 2.15623)  0.271
H (-0.58653, -0.94734, 2.36021)  0.296
H (-3.01649, 0.13856, -0.94309)  0.233
H (-2.68040, 1.24284, 0.18970)  0.246
H (-1.19788, -1.88891, -1.44330)  0.240
H (-1.83482, -0.86534, -2.62860)  0.239
H (-0.04153, -0.85646, -2.33741)  0.245
H (0.27686, -2.95187, 0.17089)  0.388
H (-0.48373, 0.96360, -1.23812)  0.469

Forces on atoms 1 to 3 (eV/Å):
0.2 0.0 0.3
0.1 0.4 0.1
2.0 -2.7 0.8

***

3.
Below is a single C3H8O2 molecule at a distorted geometry, with properties calculated with ωB97M-V/def2-TZVPD.

ΔE to the lowest compared entry with this formula, charge and spin, kcal/mol: 30.0
F_max, eV/A: 2.67
Gap between HOMO and LUMO, Ha: 0.40187
Structure (SMILES): C[C@@H](O)CO

Last column: natural (NBO) charge in e.
Cartesian coordinates (Å):
C (1.10549, -0.84769, -0.74737)  -0.622
C (0.32406, 0.35052, -0.26464)  0.070
O (-0.23536, 1.03249, -1.36340)  -0.713
C (-0.75727, -0.12028, 0.67446)  -0.087
O (-1.57279, 0.97199, 1.08212)  -0.723
H (0.44366, -1.50364, -1.32213)  0.214
H (1.49751, -1.40374, 0.11280)  0.208
H (1.93767, -0.54545, -1.38228)  0.223
H (0.97792, 1.02850, 0.31728)  0.150
H (-0.86937, 1.66365, -0.99024)  0.480
H (-1.37355, -0.94300, 0.30760)  0.178
H (-0.26448, -0.46932, 1.61995)  0.143
H (-1.21348, 0.78597, 1.95586)  0.479

Forces on atoms 1 to 3 (eV/Å):
0.1 -0.1 -0.1
0.2 -0.3 0.2
-0.2 0.2 0.0

***

4.
Below is a molecular structure, C34H33Br2N4OPbS5, with properties calculated with ωB97M-V/def2-TZVPD.

ΔE to the lowest compared entry with this formula, charge and spin, kcal/mol: 0.0
F_max, eV/A: 0.59
Gap between HOMO and LUMO (alpha / beta), Ha: 0.16802 / 0.19750
Total charge: +1

Last column: Mulliken charge in e.
Cartesian coordinates (Å):
Pb (0.79778, -0.98081, -0.10242)  1.133
S (1.45420, -2.25554, 2.16853)  -0.409
C (0.54324, -3.75862, 2.04371)  0.988
C (0.96109, -4.80168, 2.88529)  -0.851
C (0.43681, -6.07681, 2.78835)  -0.574
C (-0.53625, -6.36890, 1.83859)  -0.753
C (-1.01333, -5.34913, 1.04144)  -0.589
C (-0.50939, -4.04580, 1.15265)  0.079
S (-1.20088, -2.89704, -0.01303)  -0.199
C (-2.54244, -2.05785, 0.86894)  -0.946
C (-2.25177, -0.80477, 1.67009)  0.382
C (-3.31637, -0.24298, 2.37181)  -0.987
C (-3.10389, 0.91169, 3.09189)  -0.692
C (-1.82689, 1.45710, 3.12603)  -0.950
C (-0.81835, 0.83323, 2.41923)  0.251
C (0.60050, 1.33423, 2.52894)  -0.921
S (1.31436, 1.74014, 0.89375)  0.062
C (3.00259, 1.27094, 1.15832)  0.628
C (3.64024, 1.52346, 2.37400)  -0.669
C (4.94678, 1.11822, 2.57361)  -0.772
C (5.64194, 0.48340, 1.54781)  -0.583
C (5.02728, 0.24954, 0.33531)  -0.711
C (3.69546, 0.62941, 0.11059)  0.286
S (2.94826, 0.28196, -1.43160)  -0.293
N (-1.04535, -0.26326, 1.67958)  0.860
H (1.73361, -4.58537, 3.61230)  0.453
H (0.80890, -6.85514, 3.44289)  0.397
H (-0.90871, -7.37729, 1.71654)  0.418
H (-1.78578, -5.54735, 0.30802)  0.457
H (-3.02196, -2.80210, 1.50351)  0.588
H (-3.24081, -1.79690, 0.07003)  0.504
H (-4.29393, -0.70777, 2.33502)  0.530
H (-3.91623, 1.37884, 3.63568)  0.496
H (-1.61369, 2.34481, 3.70799)  0.481
H (1.22432, 0.54483, 2.95172)  0.475
H (0.63810, 2.21233, 3.16885)  0.518
H (3.11790, 2.05063, 3.16172)  0.382
H (5.42983, 1.30883, 3.52339)  0.415
H (6.66719, 0.17388, 1.70291)  0.398
H (5.56646, -0.23044, -0.47119)  0.461
C (2.76961, -4.07900, -0.79425)  -0.878
C (2.22713, -3.61219, -2.10764)  0.452
C (2.64632, -4.19778, -3.31439)  -1.093
C (2.19834, -3.69674, -4.50349)  -0.853
C (1.29969, -2.61661, -4.50912)  0.744
C (0.82276, -1.97674, -5.69805)  0.148
Br (1.38765, -2.57333, -7.37882)  -0.142
C (-0.04794, -0.90781, -5.65179)  -0.510
C (-0.52081, -0.45131, -4.43572)  -0.185
Br (-1.72665, 0.96188, -4.39287)  -0.059
C (-0.14611, -1.06713, -3.18618)  0.073
O (-0.65845, -0.72322, -2.10523)  -0.145
C (0.86060, -2.14180, -3.26449)  0.020
N (1.34100, -2.62323, -2.10365)  0.578
H (3.61157, -4.75357, -0.93204)  0.499
H (1.99318, -4.60664, -0.23239)  0.052
H (3.08640, -3.23076, -0.18527)  0.083
H (3.33898, -5.02791, -3.28909)  0.508
H (2.53667, -4.11719, -5.44102)  0.373
H (-0.37354, -0.42788, -6.56352)  0.460
C (-4.86871, 5.44329, 0.78802)  -1.190
C (-3.60059, 4.76773, 1.28767)  -0.587
N (-3.21562, 3.64280, 0.43697)  0.068
C (-2.05591, 3.36951, -0.18637)  -0.165
S (-1.74820, 1.80384, -0.76012)  -0.081
N (-1.12748, 4.34107, -0.33334)  -0.072
C (-1.37945, 5.75531, -0.64298)  -0.194
C (-0.67209, 6.13831, -1.93406)  -1.443
H (-5.14787, 6.26758, 1.44539)  0.378
H (-5.69728, 4.73346, 0.76196)  0.351
H (-4.72894, 5.83619, -0.22079)  0.283
H (-3.76611, 4.37898, 2.29605)  0.336
H (-2.78112, 5.47288, 1.34989)  0.364
H (-3.88215, 2.88988, 0.37210)  0.279
H (-0.26066, 3.98121, -0.70278)  0.243
H (-1.02910, 6.38651, 0.17583)  0.302
H (-2.45011, 5.90177, -0.75977)  0.144
H (0.41235, 6.07882, -1.81938)  0.374
H (-0.92438, 7.16267, -2.20995)  0.419
H (-0.97384, 5.47526, -2.74611)  0.323

Forces on atoms 1 to 3 (eV/Å):
0.3 0.3 0.4
0.1 0.0 -0.1
-0.1 0.0 -0.1